Molecular formula: C13H21BN6OW
Method: DFT, ωB97M-V/def2-TZVPD

Each line ends with the Mulliken spin population.
Atoms and positions in Å:
W: -0.2577 -1.2186 0.6671  0.134
O: 0.3836 -0.2957 2.2318  0.072
N: -1.1779 -1.4906 -1.1494  0.004
N: 1.2195 0.2018 -1.7582  0.017
N: 1.2542 -0.0980 -0.4018  0.247
N: -0.9196 -0.8690 -2.3702  -0.008
N: -0.7731 1.7814 -2.2307  0.034
N: -1.2159 1.9361 -0.9625  0.217
C: 0.7792 -0.0462 4.5849  0.014
C: 2.1145 -1.6143 3.0821  0.004
C: -1.7138 3.1441 -0.7874  0.122
C: -1.6388 3.8323 -2.0303  0.311
C: -1.9922 -0.5527 1.6866  0.011
C: 2.5308 0.1371 0.0197  0.032
C: 1.3992 -0.2946 3.2113  -0.005
C: 2.4790 0.3976 -2.2007  0.224
C: -2.2871 -2.5801 -2.7483  -0.008
C: -1.0389 2.9308 -2.9155  0.326
C: -2.1514 -2.4250 -1.3702  0.010
C: -1.5039 -1.5861 -3.3368  -0.005
C: 3.3342 0.3602 -1.1038  0.279
B: -0.0580 0.3935 -2.5873  -0.013
H: 2.8105 0.1506 1.0734  0.010
H: 2.0955 0.5402 3.0206  0.011
H: 0.0195 -0.8071 4.8047  0.000
H: -1.9852 4.8216 -2.2256  -0.006
H: 2.5780 -1.7071 2.0901  0.001
H: -1.3460 -1.5261 1.8761  -0.004
H: 0.2335 0.4968 -3.7522  -0.002
H: 0.3298 0.9511 4.6475  0.000
H: -1.6243 0.2522 0.9383  -0.026
H: 1.3789 -2.4210 3.2164  0.002
H: -2.8479 -3.3210 -3.2793  0.000
H: -2.0903 -0.0021 2.6368  -0.003
H: 2.8853 -1.6899 3.8470  0.001
H: 4.4082 0.4587 -1.1246  -0.005
H: -2.0979 3.4719 0.1609  0.008
H: -3.0039 -0.8431 1.3608  0.001
H: -0.7860 3.0157 -3.9646  -0.002
H: 1.5556 -0.1150 5.3496  0.002
H: -1.2903 -1.3860 -4.3852  0.000
H: 2.6905 0.5170 -3.2558  -0.006
H: -2.6792 -2.9014 -0.5651  0.002

Atoms 1-3, force components in eV/Å:
W 3.4 5.5 -0.9
O -1.1 -1.9 -4.4
N 0.5 1.7 1.3

The value obtained for the total energy is -1001.75374 Eh. As for the HOMO-LUMO gap (alpha / beta): 6.68 / 5.25 eV. As for the spin multiplicity: 3. Its total charge is +4.